Molecular formula: C5H8O2
Method: DFT, ωB97M-V with the def2-TZVPD basis set

Last column: Mulliken charge in e.
Atoms and positions in Å:
1 O 2.1497 -0.5810 -0.3377  -0.56
2 C 1.0191 -0.1692 -0.3309  0.23
3 C 0.5151 1.2327 -0.6623  -0.64
4 C -0.9688 0.8495 -0.7085  -0.10
5 C -1.2122 0.0874 0.6042  -0.54
6 C -0.3201 -0.9095 -0.1560  0.01
7 O -0.9249 -0.4382 -1.3970  -0.48
8 H 1.8087 -1.6894 1.4089  -0.13
9 H 1.3539 -1.6979 1.9982  0.12
10 H 0.7814 1.9492 0.1226  0.29
11 H 0.9210 1.5665 -1.6185  0.30
12 H -1.6811 1.5526 -1.1391  0.44
13 H -0.8764 0.5171 1.5532  0.25
14 H -2.2385 -0.2817 0.6678  0.28
15 H -0.3271 -1.9882 -0.0050  0.51

Total energy in eV: -9406.9783
Spin multiplicity: 1
ΔE to the lowest compared entry with this formula, charge and spin in kcal/mol: 65.8
E_LUMO in eV: 0.937
Largest force on an atom in eV/Å: 0.57
Frontier orbital gap in eV: 10.34